[1]
Density functional theory data (ωB97M-V with the def2-TZVPD basis set) for a single C3H7N5 molecule at a distorted geometry.

```
15
Properties=species:S:1:pos:R:3:forces:R:3
C 0.266148 -0.173336 0.278791 1.34 0.02 -0.92
C 1.002343 2.110515 -0.134818 3.71 -2.63 -2.70
C -2.056889 -2.504644 -0.310700 -0.25 0.75 0.62
H 1.575279 -1.694022 -0.076090 -0.09 -0.08 -0.04
H 2.225042 -0.138272 0.277304 0.87 -0.12 0.19
H -0.630133 1.577598 0.996307 1.69 -1.18 -0.82
H 1.861967 1.642004 -0.791156 -1.53 0.48 1.61
H 0.022915 3.509350 0.176590 -0.75 1.50 0.59
H -2.880570 -1.932767 0.054668 -0.70 0.65 0.09
H -2.309219 -3.447087 -0.719121 0.49 -1.04 -0.32
N 1.481528 -0.694502 -0.071951 -0.53 0.33 0.10
N 0.285022 1.187474 0.599079 -2.00 1.54 1.13
N 0.894712 3.343768 -0.296419 -1.01 0.37 0.37
N -0.848931 -0.744360 0.220480 -2.44 0.35 0.76
N -0.889216 -2.041717 -0.202962 1.20 -0.91 -0.66
```
Positions in Å, forces in eV/Å.

Values from the calculation:
Strongest force on any atom   5.29 eV Å⁻¹
E_HOMO   -8.97 eV
LUMO   0.93 eV
Gap between HOMO and LUMO   9.9 eV
Relative energy (zero: lowest compared OMol25 entry of this formula, charge and spin)   1.8421 eV

[2]
Density functional theory data (ωB97M-V with the def2-TZVPD basis set) for a 2-piece molecular cluster, C3H7NO overall at a distorted geometry.

```
12
Properties=species:S:1:pos:R:3:forces:R:3
C 2.704880 -0.809498 0.377610 0.26 -0.01 0.90
N 1.566910 -1.275633 0.631425 -0.28 -0.40 -0.77
H 3.165498 -0.957604 -0.599520 -0.09 -0.10 -0.06
H 3.330666 -0.300581 1.128194 -0.12 0.26 -0.21
H 1.151716 -1.050309 1.533069 0.12 0.26 -0.02
O -0.762949 0.508414 1.136799 1.01 -0.20 0.52
C -1.807315 0.510110 0.398023 -1.10 0.58 0.13
C -1.712784 0.757410 -1.088111 0.81 -0.85 0.58
H -2.785647 0.232020 0.851008 0.11 0.01 -0.42
H -0.764198 1.279374 -1.261372 -0.15 0.31 -0.02
H -2.543154 1.325816 -1.501680 -0.17 -0.15 -0.24
H -1.543622 -0.219520 -1.605444 -0.40 0.29 -0.37
```
Positions in Å, forces in eV/Å.

Values from the calculation:
Strongest force on any atom   1.31 eV Å⁻¹
Expectation value of S²   0.753
E_HOMO (spin up / spin down)   0.91 / -2.74 eV
LUMO (spin up / spin down)   4.14 / 4.11 eV
Net charge   -1
2S+1   2
Gap between HOMO and LUMO (spin up / spin down)   3.2 / 6.8 eV
Relative energy (zero: lowest compared OMol25 entry of this formula, charge and spin)   1.3766 eV

[3]
Density functional theory data (ωB97M-V with the def2-TZVPD basis set) for C3H7NO as an isolated structure.

```
12
Properties=species:S:1:pos:R:3:forces:R:3
C 0.376651 1.500853 -1.225916 -0.05 0.03 -0.08
N 0.327237 0.857369 -0.085522 -0.01 0.10 0.04
C 0.205448 -0.521030 0.030277 -0.24 0.12 0.08
O 0.006394 -1.133525 -1.223136 -0.10 0.08 0.09
C -0.631438 -0.998178 1.183594 0.01 -0.05 0.08
H 1.042713 -1.187197 -0.531401 0.33 -0.23 -0.07
H 0.548237 2.568686 -1.220825 -0.02 -0.15 0.04
H 0.263367 0.911896 -2.124194 0.05 0.08 0.10
H 0.413741 1.384910 0.776855 -0.02 -0.11 -0.11
H -0.461422 -2.064730 1.353054 -0.03 0.20 -0.05
H -1.696726 -0.854908 0.955715 0.09 -0.02 0.01
H -0.394202 -0.464146 2.111499 -0.01 -0.06 -0.12
```
Positions in Å, forces in eV/Å.

Values from the calculation:
Strongest force on any atom   0.41 eV Å⁻¹
E_HOMO (spin up / spin down)   -6.91 / -7.23 eV
LUMO (spin up / spin down)   0.36 / 0.57 eV
Gap between HOMO and LUMO (spin up / spin down)   7.3 / 7.8 eV
Relative energy (zero: lowest compared OMol25 entry of this formula, charge and spin)   4.8551 eV

[4]
Density functional theory data (ωB97M-V with the def2-TZVPD basis set) for a 2-piece molecular cluster, C3H7NO overall at a distorted geometry.

```
12
Properties=species:S:1:pos:R:3:forces:R:3
C 2.889638 -0.568364 0.579127 -0.36 -0.96 0.09
C 3.140173 -1.719516 -0.031102 0.67 0.42 -0.80
H 2.008577 -0.480382 1.203522 0.19 0.31 0.22
H 3.595967 0.239875 0.470728 -0.26 0.30 0.00
H 2.594152 -2.651167 0.011197 -0.38 0.21 0.26
H 3.972076 -1.724377 -0.733174 0.11 -0.26 0.23
C -2.048170 0.855907 0.228292 0.36 -0.20 0.26
N -1.053029 1.104741 -0.742992 -0.31 0.56 -1.18
O -3.095882 0.305234 0.041073 -0.10 0.19 -0.34
H -1.836755 1.325519 1.200284 0.27 -0.26 0.11
H -1.482985 1.224564 -1.657112 -0.30 -0.16 0.15
H -0.279074 0.481327 -0.937809 0.10 -0.14 1.01
```
Positions in Å, forces in eV/Å.

Values from the calculation:
Strongest force on any atom   1.34 eV Å⁻¹
E_HOMO   -10.28 eV
LUMO   0.92 eV
Gap between HOMO and LUMO   11.2 eV
Relative energy (zero: lowest compared OMol25 entry of this formula, charge and spin)   2.1188 eV

[5]
Density functional theory data (ωB97M-V with the def2-TZVPD basis set) for a single C3H7NO molecule.

```
12
Properties=species:S:1:pos:R:3:forces:R:3
O 1.541909 0.491544 0.865574 -0.02 0.27 -0.13
C 1.172082 -0.593401 0.061036 -0.03 -0.26 -0.14
C -0.151409 -0.295459 -0.653866 0.05 0.03 -0.11
C -1.278671 0.237486 0.291476 -0.34 0.06 0.15
N -0.390763 0.995875 -1.032684 -0.01 -0.18 0.15
H 1.217185 1.271704 0.372584 0.10 -0.11 0.17
H 1.105358 -1.489648 0.688655 -0.06 0.13 -0.10
H 1.912188 -0.791869 -0.728482 0.02 0.00 0.12
H -0.511899 -1.112725 -1.297161 0.05 0.06 0.11
H -0.916423 0.253652 1.320784 0.04 0.06 -0.26
H -2.212162 -0.287553 0.098692 0.16 0.05 -0.05
H -1.487399 1.320389 0.013396 0.04 -0.09 0.10
```
Positions in Å, forces in eV/Å.

Values from the calculation:
Strongest force on any atom   0.37 eV Å⁻¹
E_HOMO   -8.85 eV
LUMO   0.80 eV
Gap between HOMO and LUMO   9.7 eV
Relative energy (zero: lowest compared OMol25 entry of this formula, charge and spin)   4.6985 eV

[6]
Density functional theory data (ωB97M-V with the def2-TZVPD basis set) for a single C3H7NO molecule at a distorted geometry.

```
12
Properties=species:S:1:pos:R:3:forces:R:3
C -0.592750 0.848000 0.984274 -0.03 1.51 -0.44
N 0.479747 -0.102017 0.824579 -0.21 -0.66 -0.01
C 0.720932 -0.842790 -0.423785 2.05 0.09 0.25
C -0.362353 -0.550657 -1.412523 0.35 0.70 1.92
O -0.197804 0.194813 -2.337002 -0.64 -0.58 -0.53
H -0.923768 1.334292 0.053369 -0.30 -0.91 -0.27
H -1.434107 0.465062 1.551808 -0.29 -0.19 -0.13
H -0.356477 1.824127 1.433111 0.83 -0.60 0.72
H 1.361684 0.067442 1.266067 -0.14 0.47 0.29
H 0.932641 -1.911660 -0.215970 -0.79 0.23 -0.10
H 1.677603 -0.484632 -0.824372 -0.17 0.03 -0.39
H -1.305353 -0.841979 -0.899551 -0.65 -0.09 -1.31
```
Positions in Å, forces in eV/Å.

Values from the calculation:
Strongest force on any atom   2.07 eV Å⁻¹
E_HOMO   -8.71 eV
LUMO   0.89 eV
Gap between HOMO and LUMO   9.6 eV
Relative energy (zero: lowest compared OMol25 entry of this formula, charge and spin)   2.4499 eV

[7]
Density functional theory data (ωB97M-V with the def2-TZVPD basis set) for a single C3H7NO molecule.

```
12
Properties=species:S:1:pos:R:3:forces:R:3
C 0.583162 -0.520167 1.724474 0.08 -0.06 0.12
N -0.103700 0.155551 0.642511 0.00 0.03 -0.12
C 0.137349 -0.201909 -0.649706 -0.05 -0.02 -0.01
O 0.901684 -1.110485 -0.931458 -0.18 0.23 0.08
C -0.631523 0.574159 -1.703022 0.02 0.02 -0.08
H 1.667225 -0.397762 1.625707 -0.16 -0.05 0.06
H 0.361818 -1.592071 1.708995 0.05 0.17 0.01
H 0.256541 -0.099850 2.679446 0.05 -0.06 -0.19
H -0.699519 0.941774 0.842786 0.09 -0.13 -0.07
H -1.557012 0.040618 -1.944984 0.14 0.05 0.07
H -0.025862 0.621114 -2.609669 -0.07 -0.01 0.13
H -0.890163 1.589029 -1.385080 0.04 -0.16 -0.01
```
Positions in Å, forces in eV/Å.

Values from the calculation:
Strongest force on any atom   0.31 eV Å⁻¹
E_HOMO   -9.70 eV
LUMO   0.90 eV
Gap between HOMO and LUMO   10.6 eV
Relative energy (zero: lowest compared OMol25 entry of this formula, charge and spin)   0.2172 eV

[8]
Density functional theory data (ωB97M-V with the def2-TZVPD basis set) for a single C3H7NO molecule.

```
12
Properties=species:S:1:pos:R:3:forces:R:3
C 1.709102 -0.185620 -0.815868 0.10 0.07 -0.07
N 0.517195 -0.412916 -0.028467 -0.15 -0.04 0.05
C -0.488791 0.504430 0.026040 -0.03 0.28 -0.14
O -0.429763 1.585194 -0.545735 -0.01 -0.52 0.27
C -1.694361 0.101200 0.851094 -0.06 -0.01 0.04
H 1.800881 0.895029 -0.957811 0.07 -0.25 -0.02
H 1.643819 -0.669055 -1.799715 0.05 0.12 0.17
H 2.584047 -0.567973 -0.280061 -0.12 0.10 -0.14
H 0.382889 -1.313084 0.404457 -0.03 0.20 -0.05
H -2.554498 -0.024400 0.185651 0.15 0.04 0.09
H -1.927185 0.912166 1.546335 0.04 -0.12 -0.12
H -1.543334 -0.824969 1.414080 -0.01 0.14 -0.09
```
Positions in Å, forces in eV/Å.

Values from the calculation:
Strongest force on any atom   0.59 eV Å⁻¹
E_HOMO   -9.64 eV
LUMO   0.91 eV
Gap between HOMO and LUMO   10.5 eV
Relative energy (zero: lowest compared OMol25 entry of this formula, charge and spin)   0.2219 eV